Computed, not measured: a structure of composition C18H14F3N2O4V, with wB97M-V/def2-TZVPD.

The highest occupied orbital energy (alpha / beta) is -0.2783 / -0.2798 Eh. The calculation puts the energy relative to the best compared isomer or geometry (same formula, charge and spin) at 0.0 kJ/mol. The calculation puts the electronic energy at -2348.5151 Eh. As for the frontier orbital gap (alpha / beta): 0.2728 / 0.2731 hartree.

The geometry in XYZ format:
```
42
C18H14F3N2O4V | the Open Molecules 2025 dataset | wB97M-V/def2-TZVPD
C 4.782 -2.331 1.095
H 4.303 -0.234 1.239
C 2.096 0.037 -2.334
C -3.018 4.685 0.035
F 1.767 -0.805 -4.549
H 0.352 -3.965 0.235
H 4.971 -4.464 0.888
H -1.721 -2.214 -1.314
H -1.504 6.103 -0.537
V 0.284 0.058 -0.179
C 4.299 -3.617 0.866
H -1.771 -3.352 0.057
H -4.290 3.055 0.563
C -1.721 5.058 -0.354
C 2.087 -2.704 0.550
C -3.295 3.364 0.266
O 0.986 -0.477 -1.913
C -2.349 -1.306 0.523
C -2.292 2.384 0.116
F 2.908 -2.036 -3.174
F 3.785 -0.243 -4.010
C -2.600 1.016 0.346
N -1.792 0.014 0.202
O -0.051 1.882 -0.404
C -0.990 2.768 -0.268
C 3.939 -1.237 1.070
H -3.624 0.812 0.666
H 2.565 -4.790 0.418
C -1.539 -2.326 -0.242
H -3.408 -1.351 0.262
C 2.581 -1.411 0.796
N -0.151 -1.993 0.022
H 5.835 -2.182 1.293
O 2.702 0.983 -1.895
C -0.720 4.132 -0.507
C 2.958 -3.797 0.601
H -3.786 5.437 0.147
H 0.280 4.412 -0.807
O 1.783 -0.346 0.769
C 0.688 -2.926 0.256
C 2.654 -0.764 -3.540
H -2.245 -1.484 1.597
```

And the Löwdin charges, in e, turn out to be: C -0.0657; H 0.1251; C -0.5204; C -0.0933; F 0.1465; H 0.1377; H 0.1015; H 0.1352; H 0.1070; V 1.0778; C -0.0865; H 0.1229; H 0.1119; C -0.0696; C -0.1366; C -0.0431; O -0.1041; C -0.1854; C -0.1454; F 0.1418; F 0.1582; C -0.0669; N -0.0568; O -0.1250; C -0.3074; C 0.0086; H 0.1346; H 0.1128; C -0.1788; H 0.1215; C -0.2994; N -0.0586; H 0.1073; O 0.1250; C 0.0070; C -0.0363; H 0.1001; H 0.1228; O -0.1610; C -0.0483; C -0.5467; H 0.1299